(1)
{"formula": "C2HNO2S", "method": "the ωB97M-V functional and the def2-TZVPD basis", "e_lumo_ha": [0.0185, -0.0851], "max_force_ev_per_a": 5.3, "spin_multiplicity": 3, "orbital_gap_ev": [6.164, 6.829], "charge": 0, "relative_energy_ev": 0.9308, "homo_energy_ha": [-0.2081, -0.3361], "species": ["S", "O", "O", "N", "C", "C", "H"], "xyz": [[2.019, 2.345, -0.314], [3.295, -1.939, 1.264], [3.150, -0.907, -0.761], [0.660, 1.644, -0.230], [3.175, -1.389, 0.300], [-0.470, 1.287, -0.292], [-1.393, 0.813, -0.506]], "lowdin_charge": [0.688, 0.255, 0.166, -0.635, -0.454, -0.043, 0.022]}



(2)
{"formula": "C5H8O2", "method": "the ωB97M-V functional and the def2-TZVPD basis", "e_lumo_ha": 0.0397, "max_force_ev_per_a": 0.3, "orbital_gap_ev": 10.238, "charge": 0, "relative_energy_ev": 2.2226, "homo_energy_ha": -0.3365, "smiles": "C1CO[C@@H]2C[C@@H]2O1", "species": ["O", "O", "C", "C", "C", "C", "C", "H", "H", "H", "H", "H", "H", "H", "H"], "xyz": [[-1.098, 0.458, 0.922], [0.790, 0.167, -1.244], [1.257, 0.255, 0.072], [-0.540, -0.309, -1.307], [1.018, -0.881, 1.028], [0.276, 0.428, 1.192], [-1.438, 0.565, -0.453], [1.776, -1.204, 1.734], [-0.601, -1.346, -0.953], [-0.827, -0.313, -2.359], [0.537, 1.064, 2.035], [2.196, 0.801, 0.091], [0.410, -1.690, 0.640], [-1.361, 1.606, -0.802], [-2.480, 0.241, -0.528]], "lowdin_charge": [-0.080, -0.076, -0.251, -0.183, -0.023, -0.246, -0.160, 0.105, 0.117, 0.132, 0.148, 0.152, 0.102, 0.133, 0.130]}